{"formula": "C46H62CsN6O5PS", "method": "the ωB97M-V functional and the def2-TZVPD basis", "species": ["Cs", "S", "C", "C", "C", "C", "C", "C", "N", "C", "C", "C", "C", "C", "C", "C", "H", "H", "H", "H", "H", "H", "H", "H", "O", "H", "H", "C", "C", "N", "C", "C", "N", "H", "H", "H", "H", "H", "H", "C", "C", "N", "C", "C", "C", "O", "C", "C", "C", "C", "N", "C", "H", "H", "H", "H", "H", "H", "H", "H", "H", "H", "H", "H", "H", "H", "O", "C", "C", "C", "C", "C", "C", "C", "O", "O", "H", "H", "H", "H", "H", "C", "C", "C", "C", "P", "N", "C", "C", "C", "C", "C", "C", "C", "C", "H", "H", "H", "H", "H", "H", "H", "H", "H", "H", "H", "H", "H", "H", "H", "H", "H", "H", "H", "H", "H", "H", "H", "H", "H", "H", "H"], "coordinates": [[0.97124, 0.84464, 0.01679], [3.77380, -4.49083, -0.19791], [2.53840, -4.72816, -1.38341], [2.45342, -5.66656, -2.40902], [1.34093, -5.64052, -3.23700], [0.33084, -4.69165, -3.04055], [0.41788, -3.75834, -2.02260], [1.53131, -3.77438, -1.18376], [1.73241, -2.89383, -0.13561], [2.83882, -3.11092, 0.48350], [3.37889, -2.34195, 1.63275], [4.67573, -2.63721, 2.08610], [5.23902, -1.88946, 3.10478], [4.48876, -0.85178, 3.66308], [3.19762, -0.60433, 3.20831], [2.56191, -1.32534, 2.17039], [3.23775, -6.39914, -2.55774], [1.25391, -6.36126, -4.04202], [-0.53195, -4.69119, -3.69802], [-0.35502, -3.02039, -1.84178], [5.25605, -3.44504, 1.64328], [6.24575, -2.09784, 3.45036], [4.92733, -0.24070, 4.44964], [2.64502, 0.20548, 3.68971], [-1.91375, 0.92155, -2.76042], [-1.71196, 0.33255, -2.02500], [-1.01075, 1.15832, -3.11343], [-4.21036, -0.20279, 2.90578], [-2.88506, -0.81864, 3.20862], [-1.93036, -1.04745, 2.34482], [-0.87495, -1.59677, 3.04796], [-1.20955, -1.70251, 4.36097], [-2.49981, -1.20432, 4.45548], [-4.14544, 0.29473, 1.93930], [-4.48234, 0.54652, 3.65197], [-5.00620, -0.95205, 2.86271], [0.07270, -1.81393, 2.56116], [-0.66334, -2.04711, 5.22220], [-3.03304, -1.09721, 5.29758], [-3.30405, -3.45642, -7.43036], [-3.91008, -2.10406, -7.07660], [-3.62049, -1.70584, -5.70443], [-2.63883, -0.63285, -5.51401], [-1.21626, -1.02274, -5.89261], [-4.43453, -2.19592, -4.73467], [-5.41988, -2.88123, -4.99546], [-4.07078, -1.93485, -3.30189], [-5.05778, -1.64336, -2.37808], [-4.70580, -1.46154, -1.05351], [-3.37384, -1.60468, -0.68441], [-2.42015, -1.91816, -1.56224], [-2.77146, -2.07163, -2.83719], [-3.55685, -3.73338, -8.45810], [-3.69965, -4.22333, -6.76177], [-2.21706, -3.43657, -7.33278], [-4.99016, -2.14723, -7.20561], [-3.51674, -1.32289, -7.72922], [-2.65613, -0.28642, -4.48516], [-2.96058, 0.21304, -6.12982], [-0.93952, -1.98411, -5.45134], [-0.52515, -0.26972, -5.50644], [-1.08674, -1.09795, -6.97694], [-6.08544, -1.55897, -2.70857], [-5.44855, -1.20823, -0.30810], [-3.03955, -1.45067, 0.33866], [-1.96833, -2.31598, -3.52850], [4.06848, 2.16602, -2.45313], [4.01802, 1.87239, -3.78458], [5.10866, 2.10562, -4.61766], [5.02775, 1.82745, -5.97588], [3.84652, 1.33174, -6.50961], [2.75933, 1.12131, -5.66798], [2.82715, 1.36590, -4.30303], [1.62836, 1.05337, -3.41848], [0.52795, 1.49525, -3.85112], [1.84851, 0.39149, -2.39017], [4.95749, 2.45955, -2.23099], [6.02507, 2.50736, -4.19486], [5.88702, 2.00680, -6.61149], [3.76910, 1.11903, -7.56946], [1.81976, 0.75534, -6.06566], [-1.74303, 3.98626, -1.04716], [-2.42959, 3.84133, 0.32458], [-3.56676, 4.86064, 0.40684], [-3.01160, 2.40506, 0.35419], [-1.01582, 3.90299, 1.62922], [-0.14908, 2.64746, 1.64648], [-0.00857, 5.51198, 1.26498], [0.99991, 5.15744, 0.15359], [0.84096, 5.77720, 2.51991], [-0.74930, 6.79619, 0.89008], [-1.89188, 4.22600, 3.33094], [-2.51041, 5.59718, 3.60550], [-2.98725, 3.15456, 3.46612], [-0.85525, 3.89291, 4.42078], [-2.40184, 3.62568, -1.84162], [-0.83570, 3.38064, -1.07044], [-1.47929, 5.02155, -1.26702], [-4.20967, 4.74316, -0.47612], [-3.20912, 5.89103, 0.41576], [-4.19739, 4.71384, 1.28468], [-3.26678, 2.08276, -0.66103], [-3.91886, 2.34609, 0.96080], [-2.27656, 1.69931, 0.75682], [1.38965, 4.15300, 0.33770], [1.83212, 5.87273, 0.16578], [0.56151, 5.17712, -0.84258], [1.29275, 4.84939, 2.87855], [0.26367, 6.22223, 3.33201], [1.64766, 6.47799, 2.26890], [-1.23904, 6.71801, -0.08116], [-0.02393, 7.61984, 0.81970], [-1.50061, 7.08398, 1.62722], [-3.23918, 5.88659, 2.84654], [-1.75994, 6.38624, 3.67086], [-3.03585, 5.57074, 4.57214], [-3.84745, 3.34578, 2.82531], [-3.34670, 3.13974, 4.50440], [-2.58476, 2.16540, 3.22684], [-0.22664, 4.74927, 4.67545], [-0.21264, 3.07639, 4.07496], [-1.36799, 3.57570, 5.33922]], "forces_ev_per_a": [[0.01, -0.82, 0.97], [0.02, 0.09, 0.11], [0.03, -0.05, -0.03], [-0.08, 0.03, -0.01], [0.07, 0.03, 0.08], [0.02, 0.01, 0.02], [-0.07, 0.01, -0.03], [-0.02, 0.12, 0.08], [0.00, -0.05, -0.04], [0.14, -0.11, 0.01], [-0.03, -0.02, -0.16], [-0.05, -0.04, -0.03], [-0.08, 0.04, -0.03], [-0.02, -0.06, -0.05], [0.02, -0.08, 0.02], [0.04, 0.09, 0.09], [-0.01, 0.01, 0.00], [0.01, 0.01, 0.01], [0.01, 0.01, 0.02], [0.03, -0.02, 0.00], [0.00, 0.04, 0.00], [0.00, -0.01, 0.00], [-0.03, -0.01, 0.01], [0.05, -0.01, -0.03], [0.40, 0.06, -0.10], [-0.07, -0.02, 0.01], [-0.21, -0.03, 0.04], [0.01, -0.08, -0.01], [0.21, 0.02, 0.05], [-0.08, -0.01, -0.13], [0.02, 0.06, -0.22], [-0.13, 0.07, 0.00], [0.04, -0.06, 0.11], [0.00, -0.02, 0.03], [0.01, -0.01, -0.01], [0.01, 0.00, 0.00], [-0.06, 0.04, 0.10], [0.00, 0.02, -0.03], [-0.02, 0.03, 0.02], [0.00, -0.04, 0.01], [0.05, 0.00, 0.05], [0.03, 0.04, -0.04], [0.00, -0.02, -0.04], [0.04, -0.03, -0.01], [0.10, -0.01, 0.13], [-0.06, -0.02, -0.06], [0.10, -0.07, -0.22], [-0.19, 0.04, 0.09], [-0.03, 0.01, 0.05], [0.08, 0.03, -0.07], [-0.09, -0.05, -0.12], [0.14, 0.01, 0.18], [0.02, 0.01, 0.05], [0.02, 0.04, -0.03], [-0.04, 0.00, 0.00], [-0.07, 0.03, 0.00], [0.02, -0.01, -0.01], [-0.05, 0.03, 0.02], [0.01, 0.05, 0.01], [0.00, 0.06, -0.01], [-0.02, 0.02, -0.03], [0.00, -0.03, 0.05], [-0.01, 0.00, 0.00], [0.00, 0.01, 0.00], [0.01, -0.02, -0.04], [-0.03, -0.01, 0.10], [0.07, 0.02, -0.05], [0.04, 0.02, 0.06], [-0.01, -0.01, -0.03], [-0.06, -0.02, 0.02], [0.02, 0.04, 0.06], [0.04, -0.01, -0.01], [0.06, 0.00, -0.11], [-0.11, 0.07, -0.09], [0.04, -0.19, 0.07], [0.15, -0.11, -1.41], [-0.02, 0.00, 0.00], [-0.01, 0.00, 0.00], [0.00, 0.00, 0.00], [0.00, 0.00, 0.03], [0.02, 0.02, 0.02], [0.00, 0.02, 0.14], [0.09, -0.18, -0.15], [-0.06, -0.04, -0.08], [0.00, 0.04, 0.01], [-0.04, -0.06, 0.19], [-0.44, 0.86, 0.46], [0.14, -0.08, 0.00], [-0.07, 0.00, 0.08], [0.01, 0.05, -0.04], [0.05, 0.04, -0.02], [0.04, -0.12, 0.02], [-0.08, -0.02, 0.07], [0.07, 0.00, -0.01], [0.02, 0.02, 0.04], [-0.01, 0.01, 0.03], [-0.04, 0.01, -0.14], [0.02, 0.00, 0.00], [-0.01, 0.02, 0.03], [0.00, -0.01, -0.01], [0.01, -0.01, 0.01], [-0.03, 0.05, 0.05], [0.03, 0.03, 0.03], [0.01, 0.06, -0.01], [0.02, 0.05, 0.01], [-0.04, 0.00, 0.01], [0.00, 0.00, 0.03], [-0.02, 0.04, -0.05], [0.02, -0.01, -0.05], [-0.04, 0.00, 0.00], [0.00, 0.00, 0.01], [-0.04, -0.01, 0.00], [0.02, -0.01, -0.01], [0.01, 0.00, 0.03], [-0.01, -0.03, 0.00], [0.02, 0.02, -0.03], [0.00, 0.00, -0.03], [0.00, 0.01, -0.03], [0.02, 0.09, -0.01], [-0.06, -0.10, -0.02], [-0.07, 0.03, -0.01], [0.00, 0.05, -0.04]], "mulliken_charge": [1.099, -0.504, 0.894, -0.702, -0.462, -0.325, -0.341, -1.065, -0.045, 0.327, 0.557, -0.656, -0.673, -0.471, -0.384, -0.382, 0.362, 0.351, 0.482, 0.788, 0.276, 0.335, 0.352, 0.435, -0.487, -0.074, 0.507, -0.579, 0.254, -0.029, -0.232, -0.569, -0.031, -0.335, 0.392, 0.364, 0.205, 0.439, 0.171, -1.118, -0.883, 0.332, -0.569, -0.541, 0.243, -0.702, 0.575, -0.808, -0.412, -0.387, -0.073, -0.438, 0.386, 0.297, 0.269, 0.473, 0.404, 0.220, 0.444, 0.134, 0.033, 0.385, 0.468, 0.485, 0.364, 0.618, -0.341, 1.024, -0.870, -0.461, -0.802, -0.094, 0.179, 0.407, -1.004, -0.831, 0.235, 0.264, 0.341, 0.375, 0.308, -2.095, 2.591, -1.983, -2.048, 0.001, -0.445, 2.264, -1.962, -2.012, -1.906, 2.503, -1.956, -2.465, -1.901, 0.645, 0.384, 0.182, 0.481, 0.244, 0.326, 0.641, 0.272, 0.300, 0.250, 0.527, 0.275, 0.373, 0.251, 0.628, 0.278, 0.489, 0.219, 0.259, 0.287, 0.508, 0.147, 0.702, 0.376, 0.337, 0.336, 0.520], "lumo_ev": 3.740, "relative_energy_kcal_mol": 30.23, "e_homo_ev": -1.5, "max_force_ev_per_a": 1.43, "homo_lumo_gap_ev": 5.2, "total_charge": -2}